1.
A molecular structure, C6H24BaFO6 at a distorted geometry, computed with ωB97M-V with the def2-TZVPD basis set.

```
! wB97M-V def2-TZVPD RIJCOSX def2/J DEFGRID3
* xyz 1 1
Ba 17.445 -23.860 -8.536
F 17.130 -26.523 -7.756
C 20.752 -24.614 -7.866
O 20.112 -23.647 -8.694
H 21.552 -25.117 -8.418
H 21.130 -24.184 -6.936
H 20.080 -25.439 -7.604
H 20.801 -23.040 -8.984
C 15.407 -25.077 -11.225
O 15.610 -23.888 -10.470
H 14.376 -25.282 -11.524
H 15.944 -25.014 -12.176
H 15.739 -25.981 -10.718
H 14.945 -23.245 -10.728
C 18.893 -20.435 -9.701
O 18.129 -21.547 -10.144
H 19.784 -20.727 -9.136
H 19.265 -19.784 -10.499
H 18.271 -19.763 -9.102
H 18.277 -21.642 -11.091
C 15.411 -20.563 -8.878
O 16.044 -21.560 -8.098
H 14.319 -20.595 -8.842
H 15.706 -19.546 -8.613
H 15.688 -20.728 -9.918
H 15.622 -21.625 -7.233
C 18.854 -26.508 -11.095
O 18.459 -25.166 -10.836
H 19.702 -26.854 -10.496
H 18.062 -27.226 -10.890
H 19.166 -26.655 -12.132
H 18.936 -24.635 -11.481
C 14.704 -24.952 -6.272
O 14.772 -23.996 -7.366
H 14.591 -24.403 -5.328
H 13.829 -25.586 -6.390
H 15.644 -25.495 -6.218
H 13.974 -23.464 -7.304
*
```

Values from the calculation:
F_max, eV/A: 2.021
Energy above the lowest of the compared OMol25 structures with the same formula, charge and spin, kJ/mol: 0.0
LUMO, eV: -2.910

Okay, here come the Mulliken numbers, in e, for every atom:
1. Ba 1.62
2. F -0.85
3. C -0.74
4. O -0.36
5. H 0.31
6. H 0.32
7. H 0.30
8. H 0.21
9. C -0.71
10. O -0.34
11. H 0.36
12. H 0.28
13. H 0.22
14. H 0.19
15. C -0.65
16. O -0.25
17. H 0.18
18. H 0.36
19. H 0.20
20. H 0.22
21. C -0.86
22. O -0.27
23. H 0.37
24. H 0.31
25. H 0.28
26. H 0.22
27. C -0.74
28. O -0.23
29. H 0.25
30. H 0.26
31. H 0.35
32. H 0.17
33. C -0.56
34. O -0.40
35. H 0.31
36. H 0.24
37. H 0.22
38. H 0.23

***

2.
4 unconnected molecules or ions with the total composition C4H14O3 at a distorted geometry, computed with ωB97M-V with the def2-TZVPD basis set.

```
! wB97M-V def2-TZVPD RIJCOSX def2/J DEFGRID3
* xyz 0 1
C -0.067 -1.875 -2.287
C -0.797 -2.074 -1.204
C -2.082 -1.360 -0.825
C -2.788 -0.677 -1.989
H 0.870 -2.420 -2.380
H -0.414 -1.294 -3.134
H -0.356 -2.658 -0.393
H -2.740 -2.112 -0.400
H -1.810 -0.731 0.022
H -2.261 0.204 -2.304
H -2.980 -1.416 -2.767
H -3.758 -0.266 -1.668
O 1.738 2.673 0.636
H 1.768 3.617 0.817
H 1.034 2.317 1.200
O -1.616 -0.562 4.915
H -2.479 -0.751 4.535
H -1.438 -1.201 5.621
O 4.928 2.625 -0.530
H 4.699 2.369 -1.433
H 4.060 2.559 -0.101
*
```

Values from the calculation:
F_max, eV/A: 1.341
Energy above the lowest of the compared OMol25 structures with the same formula, charge and spin, kJ/mol: 123.8
LUMO, eV: 0.469

Okay, here come the Mulliken numbers, in e, for every atom:
1. C -0.73
2. C -0.21
3. C -0.10
4. C -1.30
5. H 0.25
6. H 0.25
7. H 0.28
8. H 0.26
9. H 0.28
10. H 0.34
11. H 0.33
12. H 0.36
13. O -0.65
14. H 0.33
15. H 0.32
16. O -0.65
17. H 0.32
18. H 0.32
19. O -0.65
20. H 0.32
21. H 0.33